Record 1
Computed, not measured: a structure of composition C37H52GeN3O2PSeV in a non-equilibrium geometry, with the ωB97M-V functional and the def2-TZVPD basis.

```
! RIJCOSX wB97M-V def2-TZVPD def2/J DEFGRID3
* xyz 1 1
V -0.24610 -0.42463 -0.39058
O 2.00320 -0.98343 0.02757
C 1.70497 -2.00004 -0.65368
O 0.45024 -2.40546 -0.71731
C 2.62394 -2.60875 -1.69031
N 1.71620 -3.13907 -2.79916
C 2.16294 -4.51137 -3.19000
C 2.91795 -5.02855 -1.99313
C 3.64007 -3.78885 -1.42251
H 3.16083 -1.78025 -2.12069
H 1.67618 -2.51480 -3.60428
H 0.76447 -3.19105 -2.42861
H 2.82372 -4.36781 -4.04814
H 1.27694 -5.09157 -3.45203
H 3.60789 -5.81925 -2.25895
H 2.24092 -5.43200 -1.24573
H 4.58656 -3.61509 -1.94473
H 3.84828 -3.88234 -0.35401
C -1.95550 3.05084 -1.23333
C -0.70315 3.51584 -1.95147
C -0.54082 5.02965 -1.81644
C -0.96184 3.20642 -3.42604
P 0.79161 2.62045 -1.25570
N 0.29026 1.05177 -1.01213
C 1.34201 3.28294 0.41658
C 2.20597 2.25725 1.13231
C 0.14251 3.52868 1.31066
C 2.11489 4.57135 0.30039
C 2.18107 2.57324 -2.50335
C 2.46716 3.92353 -3.11423
C 3.46422 2.02589 -1.86306
C 1.85557 1.55995 -3.60050
H -2.80393 3.63613 -1.62097
H -1.94407 3.19282 -0.16158
H -2.16984 2.01890 -1.44020
H -1.40102 5.52498 -2.24555
H 0.33377 5.40824 -2.35407
H -0.44746 5.38540 -0.80529
H -1.81111 3.79906 -3.79117
H -1.20353 2.14546 -3.55819
H -0.12715 3.44996 -4.09287
H 1.79514 1.24841 1.12822
H 2.33770 2.52181 2.17558
H 3.21666 2.16166 0.72777
H -0.42474 2.60515 1.43596
H -0.53644 4.31013 0.93371
H 0.50105 3.84095 2.28442
H 3.03216 4.44182 -0.28242
H 2.39731 4.93927 1.27938
H 1.52976 5.37664 -0.16328
H 2.67937 4.68185 -2.35523
H 1.67097 4.30091 -3.73812
H 3.38612 3.83760 -3.71804
H 3.93794 2.76639 -1.20219
H 4.16602 1.74450 -2.65923
H 3.28512 1.12237 -1.26848
H 0.91675 1.75343 -4.13718
H 1.77078 0.55207 -3.18520
H 2.67607 1.59890 -4.33164
Se -1.45096 -0.77386 -2.69226
C -1.54984 -2.60307 -2.84721
N -1.49820 -3.74444 -3.00452
C -1.41518 -0.03292 0.85494
Ge -1.81662 -1.45428 2.08259
C -0.17651 -1.98902 2.88905
C 0.25792 -3.30462 2.96353
C 1.49953 -3.60051 3.52887
C 2.32343 -2.59835 4.03850
C 1.89629 -1.27992 3.96794
C 0.65167 -0.98075 3.41332
C -2.89242 -0.37414 3.25165
C -3.96729 0.28740 2.66067
C -4.73787 1.21194 3.35280
C -4.40056 1.50112 4.68190
C -3.31906 0.85625 5.27734
C -2.57441 -0.09829 4.57457
C -2.86381 -2.89920 1.42931
C -3.35842 -2.90634 0.12158
C -4.25006 -3.89274 -0.31574
C -4.70131 -4.86465 0.56938
C -4.25023 -4.85565 1.88036
C -3.33037 -3.89222 2.29979
H -1.94278 0.82956 1.25362
H -0.35923 -4.10751 2.58833
H 1.81379 -4.63083 3.62130
H 3.27577 -2.85172 4.50899
H 2.50040 -0.48353 4.36606
H 0.33595 0.07277 3.34119
H -4.17905 0.09245 1.61939
H -5.55384 1.74603 2.88040
H -4.94082 2.25204 5.23902
H -3.02817 1.09703 6.28625
H -1.75784 -0.60859 5.08414
H -3.02478 -2.13178 -0.53794
H -4.62814 -3.87259 -1.34397
H -5.42303 -5.59502 0.23233
H -4.60007 -5.60074 2.59745
H -2.98048 -3.89768 3.33355
*
```

Summary:
ΔE to the lowest compared entry with this formula, charge and spin (kcal per mole): 0.00
Lowest unoccupied orbital energy (alpha / beta) (eV): -2.562 / -2.568
HOMO-LUMO gap (alpha / beta) (eV): 8.080 / 8.075

Löwdin charges in e:
1. V 0.5471
2. O 0.0028
3. C -0.5120
4. O -0.1587
5. C -0.1062
6. N 0.1023
7. C -0.0995
8. C -0.1435
9. C -0.0689
10. H 0.1490
11. H 0.1813
12. H 0.0877
13. H 0.1394
14. H 0.1365
15. H 0.1234
16. H 0.1263
17. H 0.1232
18. H 0.1272
19. C -0.0830
20. C -0.6012
21. C -0.0705
22. C -0.0795
23. P 1.0794
24. N -0.2973
25. C -0.6107
26. C -0.0788
27. C -0.0741
28. C -0.0747
29. C -0.6229
30. C -0.0751
31. C -0.0803
32. C -0.0889
33. H 0.1094
34. H 0.0652
35. H 0.0474
36. H 0.0948
37. H 0.0784
38. H 0.0584
39. H 0.1061
40. H 0.0565
41. H 0.0673
42. H 0.0539
43. H 0.0967
44. H 0.0760
45. H 0.0685
46. H 0.0793
47. H 0.0976
48. H 0.0705
49. H 0.1000
50. H 0.0790
51. H 0.0742
52. H 0.0673
53. H 0.1076
54. H 0.0783
55. H 0.0971
56. H 0.0709
57. H 0.0657
58. H 0.0571
59. H 0.1006
60. Se 0.6922
61. C -0.8104
62. N 0.0696
63. C -0.2698
64. Ge 0.8905
65. C -0.2934
66. C -0.0941
67. C -0.0810
68. C -0.0820
69. C -0.0811
70. C -0.1142
71. C -0.2867
72. C -0.1242
73. C -0.0690
74. C -0.0782
75. C -0.0784
76. C -0.0904
77. C -0.2811
78. C -0.1052
79. C -0.0690
80. C -0.0831
81. C -0.0797
82. C -0.1038
83. H 0.0066
84. H 0.0983
85. H 0.1005
86. H 0.1085
87. H 0.0998
88. H 0.1061
89. H 0.1024
90. H 0.1043
91. H 0.1012
92. H 0.0997
93. H 0.1021
94. H 0.0392
95. H 0.1113
96. H 0.1045
97. H 0.1085
98. H 0.1065

Record 2
Computed, not measured: a structure of composition C37H53Cl4N6O in a non-equilibrium geometry, with the ωB97M-V functional and the def2-TZVPD basis.

```
! RIJCOSX wB97M-V def2-TZVPD def2/J DEFGRID3
* xyz 3 1
C -1.01102 1.52952 -2.19288
N -1.02408 0.36581 -1.22034
C -0.66951 -0.80250 -1.69395
C -0.93403 -1.90154 -0.91947
C -1.22444 -1.77253 0.40389
C -1.31972 -0.48155 0.95355
C -1.22921 0.62061 0.08018
C -1.47485 -2.99340 1.20407
C -1.10144 -3.03495 2.57676
C -1.41083 -4.23379 3.28034
N -2.18692 -5.24569 2.73905
C -2.53714 -5.22427 1.41874
C -2.25523 -4.05057 0.69707
C -2.56636 -6.38236 3.62186
H -2.03888 1.78765 -2.44782
H -0.51202 1.13044 -3.07596
H -0.50821 2.43048 -1.84137
H -0.45520 -0.85309 -2.75126
H -0.74478 -2.91387 -1.24468
H -1.71855 -0.17351 1.90877
H -1.40020 1.63292 0.41544
H -0.47843 -2.23180 2.94175
H -0.95784 -4.43807 4.23923
H -3.26584 -5.91897 1.02786
H -2.66432 -3.84760 -0.28163
H -2.26508 -7.31284 3.14068
H -3.65528 -6.35445 3.66160
H -2.22366 -6.34762 4.65600
C 1.57449 1.62703 2.80486
N 1.71333 0.39279 1.86743
C 1.56004 -0.82176 2.45865
C 1.40409 -1.95168 1.63635
C 1.51292 -1.81072 0.19345
C 1.68687 -0.56642 -0.36656
C 1.63084 0.54860 0.51299
C 1.46424 -3.10113 -0.71909
C 2.18148 -3.15929 -1.87984
C 2.22119 -4.27198 -2.67994
N 1.45377 -5.38696 -2.36628
C 0.67831 -5.43324 -1.20408
C 0.73238 -4.28098 -0.39151
C 1.35615 -6.54692 -3.38984
H 0.53501 1.92662 2.67126
H 2.18806 2.49699 2.57078
H 1.66687 1.37058 3.86022
H 1.64579 -0.96599 3.52553
H 1.30628 -2.97942 1.95351
H 1.74060 -0.50386 -1.44341
H 1.76543 1.56740 0.18084
H 2.84654 -2.31186 -1.95701
H 2.69762 -4.46278 -3.63020
H 0.15515 -6.36435 -1.04363
H 0.09642 -4.30317 0.48112
H 2.17279 -6.42057 -4.10063
H 0.39992 -6.53728 -3.91294
H 1.47895 -7.42729 -2.75900
C 0.49449 3.17104 -0.01188
O 0.27160 1.80866 0.36777
H 0.71087 3.88131 0.78611
H 1.22995 3.35833 -0.79426
H -0.45588 3.52408 -0.41222
Cl -0.54758 5.76889 -3.63983
C 0.62818 4.39093 -3.23862
C -0.10780 3.08991 -2.81533
Cl -1.22327 2.60476 -4.21835
H 1.27254 4.71678 -2.42209
H 1.27677 4.19012 -4.09132
H -0.72386 3.25054 -1.93058
H 0.48200 2.20286 -2.58429
Cl -0.44454 1.88339 4.36817
C -0.70649 2.97334 2.99657
C -0.00611 4.32636 3.25544
Cl -0.98084 5.61846 2.46149
H -1.74943 3.22769 2.80766
H -0.23398 2.56284 2.10420
H 0.95034 4.39994 2.73786
H 0.18607 4.58516 4.29668
C 3.04089 2.18589 -3.11035
C 2.72778 2.08424 -1.67562
C 3.62774 3.14451 -0.94618
C 3.30923 4.48349 -1.45659
N 3.02744 5.49904 -1.88207
H 3.94882 1.59442 -3.22833
H 3.16762 3.15072 -3.60142
H 2.33624 1.60263 -3.70312
H 2.85886 1.14627 -1.13605
H 1.66380 2.18307 -1.46052
H 4.69627 3.02113 -1.12257
H 3.39718 3.07184 0.11667
C -2.71930 2.70955 -0.63430
C -2.50077 2.94548 0.82678
C -3.50764 2.22263 1.85096
C -3.71563 0.73186 1.63441
N -3.85714 -0.45346 1.53147
H -3.66819 3.13766 -0.95746
H -2.52915 1.66584 -0.88451
H -1.93162 3.29611 -1.10717
H -2.57125 3.97995 1.16294
H -1.44905 2.70847 0.98737
H -4.46138 2.72744 1.69720
H -3.24579 2.32111 2.90445
*
```

Summary:
Lowest unoccupied orbital energy (eV): -9.374
HOMO-LUMO gap (eV): 6.370

Here are the Löwdin charges for atoms 1 to 99, given in e:
1. C -0.3208
2. N 0.0117
3. C -0.0192
4. C -0.0351
5. C -0.1784
6. C 0.0350
7. C -0.1117
8. C -0.1595
9. C 0.0567
10. C 0.0655
11. N -0.0730
12. C 0.0404
13. C 0.0362
14. C 0.0404
15. H 0.0723
16. H 0.0479
17. H -0.0969
18. H 0.1622
19. H 0.1086
20. H 0.1062
21. H 0.0497
22. H 0.1015
23. H 0.1459
24. H 0.1561
25. H 0.1409
26. H 0.1129
27. H 0.1175
28. H 0.1141
29. C -0.0550
30. N 0.0173
31. C 0.0018
32. C -0.0126
33. C -0.1107
34. C 0.0065
35. C -0.0890
36. C -0.1019
37. C 0.0257
38. C 0.0617
39. N -0.0597
40. C 0.0611
41. C 0.0107
42. C 0.0724
43. H -0.0757
44. H 0.1144
45. H 0.0590
46. H 0.1497
47. H 0.1115
48. H 0.1234
49. H 0.0796
50. H 0.1391
51. H 0.1475
52. H 0.1460
53. H 0.0864
54. H 0.1024
55. H 0.1121
56. H 0.1071
57. C -0.0945
58. O -0.3527
59. H 0.0999
60. H 0.0552
61. H 0.0887
62. Cl 0.5560
63. C -0.5355
64. C -0.6097
65. Cl 0.8064
66. H 0.0059
67. H 0.0745
68. H 0.0404
69. H 0.0690
70. Cl 0.7530
71. C -0.6584
72. C -0.5508
73. Cl 0.6524
74. H 0.0251
75. H 0.0165
76. H 0.0530
77. H 0.0869
78. C -0.0809
79. C -0.2914
80. C -0.1041
81. C -0.2215
82. N 0.2147
83. H 0.0989
84. H 0.0939
85. H 0.0856
86. H 0.0795
87. H 0.0385
88. H 0.1410
89. H 0.1110
90. C -0.0521
91. C -0.2584
92. C -0.0712
93. C -0.1402
94. N 0.1743
95. H 0.1352
96. H 0.0694
97. H 0.0751
98. H 0.0933
99. H 0.0284

| no. | E_tot (Ha) |
| --- | --- |
| 1 | -7519.32826 |
| 2 | -3684.42314 |